(1)
One molecule with the formula C11H21BrFN2O4P, computed with the ωB97M-V functional and the def2-TZVPD basis.

CARTESIAN COORDINATES (ANGSTROEM)
1 Br -0.713 -2.156 0.399
2 P -0.416 0.682 2.800
3 F -3.918 0.248 -0.137
4 O 3.822 -0.007 -0.085
5 O -1.263 1.931 3.424
6 O -0.931 3.089 0.684
7 O 0.827 0.117 0.012
8 N -1.251 -0.678 3.431
9 N -1.468 1.666 -1.031
10 C -4.912 -0.837 -1.961
11 C 5.888 0.794 0.791
12 C -0.510 -0.211 0.017
13 C -2.424 -0.515 -1.837
14 C -3.789 0.066 -1.523
15 C -1.189 0.243 -1.318
16 C -1.163 0.662 1.083
17 C 1.680 -0.485 -0.960
18 C 4.987 -0.416 0.606
19 C -1.164 1.974 0.301
20 C 2.900 -1.050 -0.271
21 H -0.616 -1.369 3.809
22 H 6.669 0.841 0.034
23 H 1.997 0.282 -1.668
24 H 5.485 -1.202 0.022
25 H 5.286 1.698 0.715
26 H 4.711 -0.856 1.571
27 H -5.869 -0.417 -1.658
28 H -3.891 1.054 -1.974
29 H 1.155 -1.276 -1.498
30 H -4.804 -1.827 -1.517
31 H -2.219 1.805 3.426
32 H -2.407 -1.553 -1.506
33 H 3.332 -1.858 -0.877
34 H -1.001 2.322 -1.644
35 H 6.361 0.789 1.772
36 H -4.906 -0.944 -3.046
37 H -2.345 -0.541 -2.926
38 H -1.892 -1.151 2.805
39 H 2.602 -1.471 0.698
40 H -2.211 0.352 1.137
41 H -0.433 0.204 -2.100

E_HOMO, eV: -8.916
Total charge: 0
Spin multiplicity: 1
Structure (SMILES): CCOCCO[C@@]1(Br)[C@@H](P(N)O)C(=O)N[C@@H]1C[C@@H](C)F
LUMO level, eV: 0.43


(2)
One molecule with the formula C5H9NO at a distorted geometry, computed with the ωB97M-V functional and the def2-TZVPD basis.

CARTESIAN COORDINATES (ANGSTROEM)
1 O -2.419 -1.007 0.897
2 N 0.523 0.247 -0.711
3 C -1.448 -0.282 0.838
4 C 1.098 -0.051 -1.988
5 C -1.344 1.024 1.585
6 C -0.268 -0.710 0.012
7 C 1.147 -0.452 0.406
8 H -0.438 -1.649 -0.513
9 H -1.199 1.838 0.867
10 H 1.447 0.448 0.898
11 H 0.448 0.329 -2.774
12 H 1.286 -1.127 -2.112
13 H -0.472 1.015 2.250
14 H 2.060 0.477 -2.034
15 H -2.255 1.184 2.164
16 H 1.834 -1.285 0.214

E_HOMO, eV: -9.398
Total charge: 0
Spin multiplicity: 1
Structure (SMILES): CC(=O)[C@@H]1CN1C
LUMO level, eV: 0.98


(3)
A 2-piece molecular cluster, C4H12 overall at a distorted geometry, computed with the ωB97M-V functional and the def2-TZVPD basis.

CARTESIAN COORDINATES (ANGSTROEM)
1 C 0.491 -0.748 1.518
2 C -0.703 1.198 -1.562
3 C 2.014 -0.675 1.504
4 C -1.788 0.217 -1.445
5 H 0.217 0.801 -1.893
6 H -0.068 0.183 1.755
7 H -2.735 0.620 -1.762
8 H -2.119 -0.195 -0.526
9 H 2.408 -0.232 0.540
10 H -0.379 1.741 -0.616
11 H 0.038 -1.077 0.571
12 H 0.124 -1.377 2.314
13 H -0.923 1.949 -2.359
14 H -1.601 -0.588 -2.165
15 H 2.466 -1.617 1.709
16 H 2.490 -0.162 2.345

E_HOMO, eV: -11.429
Total charge: 0
Spin multiplicity: 1
Structure (SMILES): CC.CC
LUMO level, eV: 1.16


(4)
A 9-piece molecular cluster, C4H24O8 overall at a distorted geometry, computed with the ωB97M-V functional and the def2-TZVPD basis.

CARTESIAN COORDINATES (ANGSTROEM)
1 O -0.550 1.037 -0.906
2 O -2.531 3.211 0.361
3 O -2.310 2.335 -2.599
4 O 1.770 2.398 -0.728
5 O -2.537 0.539 1.303
6 O 1.885 0.033 -1.666
7 O 2.171 -3.425 -0.114
8 O -0.179 -1.770 -2.616
9 C 0.227 -0.810 1.297
10 C 2.206 -0.684 2.791
11 C 1.026 -1.398 2.195
12 C -0.720 -1.666 0.516
13 H 2.571 -2.600 0.221
14 H -2.540 2.487 0.986
15 H -2.479 3.247 -2.354
16 H 1.654 -3.121 -0.833
17 H 2.773 -1.168 3.570
18 H 0.740 -1.913 -2.827
19 H 1.993 0.194 3.330
20 H 0.566 0.115 0.806
21 H -0.812 -2.482 -2.699
22 H -2.642 3.901 1.016
23 H -2.044 0.168 0.613
24 H 2.895 -0.507 1.910
25 H -3.187 -0.065 1.636
26 H -1.085 -2.479 1.190
27 H -0.252 -1.999 -0.419
28 H 1.625 3.201 -1.189
29 H -1.626 -1.081 0.424
30 H 0.018 0.754 -1.620
31 H 0.869 2.032 -0.557
32 H 1.003 -2.445 2.669
33 H 2.252 0.914 -1.591
34 H -1.362 1.327 -1.223
35 H -3.164 2.034 -2.116
36 H 1.775 -0.313 -0.776

E_HOMO, eV: -9.069
Total charge: 0
Spin multiplicity: 1
Structure (SMILES): C/C=C/C.O.O.O.O.O.O.O.O
LUMO level, eV: 0.39